Entry 1:
# BH26NO9

A cluster of 11 separate species, BH26NO9 in total at a distorted geometry (ωB97M-V/def2-TZVPD, the OMol25 dataset).

The LUMO energy comes out at -0.73 eV. For the energy above the lowest of the compared OMol25 structures with the same formula, charge and spin, the calculation gives 0.0 kcal per mole. The calculation puts the highest occupied orbital energy at -9.734 eV. The spin multiplicity is 1.

CARTESIAN COORDINATES (ANGSTROEM)
N  1.3072  2.9937  -0.6981
H  1.4250  4.0267  -0.7798
H  1.6506  2.5471  -1.5170
H  0.3499  2.8882  -0.4998
H  1.6864  2.6792  0.1631
B  -0.5412  -0.1734  -0.0707
H  -0.0414  -0.8924  -0.9730
H  -1.3075  -0.8927  0.5906
H  0.4720  0.2760  0.8071
H  -1.2219  0.7403  -0.6913
O  -0.4997  3.1743  1.6943
H  -0.5964  2.4368  2.4405
H  -0.2352  3.8453  2.3135
O  -0.3147  -3.9500  -1.9292
H  0.5584  -3.6067  -1.8315
H  -0.1930  -4.9510  -1.9598
O  2.1858  -2.7645  0.4078
H  2.0177  -3.8442  0.3782
H  1.2989  -2.4080  0.1038
O  2.6828  0.2128  -1.4747
H  2.0402  -0.3893  -1.0997
H  3.5947  -0.0976  -1.1860
O  -3.2344  0.1317  -2.2412
H  -2.6955  0.2771  -3.0489
H  -2.6112  0.0267  -1.5451
O  -3.8199  3.1831  -1.5459
H  -3.6572  2.2122  -1.4278
H  -3.4624  3.3651  -2.5198
O  2.6534  -1.1791  2.8218
H  2.3252  -1.6003  2.0066
H  3.2584  -0.5071  2.4771
O  -1.1847  -3.5417  0.8279
H  -1.2978  -2.6720  0.8572
H  -0.9251  -3.6672  -0.0219
O  -0.8972  0.9205  3.1774
H  -0.0549  0.7427  3.6024
H  -0.7155  0.4577  2.3921

=====

Entry 2:
# BH4NS

A cluster of 2 separate species, BH4NS in total at a distorted geometry (ωB97M-V/def2-TZVPD, the OMol25 dataset).

The LUMO energy (alpha / beta) comes out at 0.08 / -0.28 eV. For the energy above the lowest of the compared OMol25 structures with the same formula, charge and spin, the calculation gives 132.4 kcal per mole. The calculation puts the highest occupied orbital energy (alpha / beta) at -10.183 / -7.556 eV. The spin multiplicity is 1.

CARTESIAN COORDINATES (ANGSTROEM)
B  -0.7341  -0.5217  0.1236
N  1.7205  0.8056  -0.7762
S  -2.2017  0.2644  -0.0113
H  -0.2514  -1.5587  0.6671
H  2.4901  0.0941  -0.9607
H  1.9076  1.3266  0.1221
H  -2.9310  -0.4102  0.8354

=====

Entry 3:
# BH4Rb4

A structure of composition BH4Rb4 at a distorted geometry (ωB97M-V/def2-TZVPD, the OMol25 dataset).

As for the net charge: +3. The LUMO energy comes out at -10.69 eV. The calculation puts the highest occupied orbital energy at -23.308 eV. The spin multiplicity is 1.

CARTESIAN COORDINATES (ANGSTROEM)
Rb  -9.3858  20.2207  25.5433
Rb  -12.1368  22.1342  25.8370
Rb  -9.4971  24.3448  27.1555
Rb  -8.5376  20.4243  28.6644
B  -9.8773  21.9105  27.3300
H  -10.5858  22.1741  28.1000
H  -8.8848  22.2289  27.6088
H  -9.9038  20.8328  27.2849
H  -10.2282  22.4171  26.4443

=====

Entry 4:
# BH5N2

An isolated molecule of BH5N2 at a distorted geometry (ωB97M-V/def2-TZVPD, the OMol25 dataset).

Its SMILES is NBN. The LUMO energy comes out at 0.79 eV. For the energy above the lowest of the compared OMol25 structures with the same formula, charge and spin, the calculation gives 18.9 kcal per mole. The calculation puts the highest occupied orbital energy at -9.194 eV. The spin multiplicity is 1.

CARTESIAN COORDINATES (ANGSTROEM)
B  -0.1015  -0.5425  0.0408
N  -1.2601  0.2299  -0.0327
N  1.1949  0.1923  -0.0064
H  0.0076  -1.6342  -0.0610
H  -2.1517  -0.0865  0.2225
H  -1.0307  1.1432  -0.2184
H  2.0635  -0.3539  -0.3044
H  1.2780  1.0517  0.3596

=====

Entry 5:
# BH66O31

A cluster of 32 separate species, BH66O31 in total at a distorted geometry (ωB97M-V/def2-TZVPD, the OMol25 dataset).

As for the net charge: -1. The LUMO energy comes out at 1.14 eV. For the energy above the lowest of the compared OMol25 structures with the same formula, charge and spin, the calculation gives 8.3 kcal per mole. The calculation puts the highest occupied orbital energy at -7.510 eV. The spin multiplicity is 1.

CARTESIAN COORDINATES (ANGSTROEM)
B  0.1070  0.0037  0.3315
H  0.5879  0.3986  1.2130
H  0.0617  0.8055  -0.3891
H  0.6589  -0.8864  0.0720
H  -0.9125  -0.3185  0.4763
O  2.3564  -4.3338  -1.4006
H  2.8376  -3.5175  -1.5360
H  2.9965  -5.0224  -1.5803
O  1.8967  -0.9741  -2.0803
H  2.6693  -1.0229  -1.5173
H  1.1847  -0.7278  -1.4899
O  -3.0014  5.4350  -0.1472
H  -2.9994  5.6729  0.7799
H  -2.3498  4.7373  -0.2173
O  2.0309  -4.1866  -4.1492
H  1.1847  -4.3939  -4.5458
H  1.8860  -4.2870  -3.2084
O  -4.4375  -2.2889  -2.2915
H  -4.7462  -1.5349  -2.7938
H  -3.6823  -1.9598  -1.8041
O  3.5748  -1.2716  -4.2910
H  3.8020  -0.3419  -4.2765
H  2.6457  -1.2953  -4.0619
O  -2.5139  -1.2275  4.8730
H  -1.8393  -1.5679  4.2854
H  -3.3316  -1.3340  4.3870
O  -0.6719  3.9203  -0.6013
H  -0.6918  3.0498  -0.9989
H  -0.1514  4.4487  -1.2063
O  0.6038  0.8792  -4.4169
H  0.7883  0.1562  -3.8174
H  0.9995  0.6106  -5.2460
O  -1.9413  -0.2420  -1.7144
H  -1.9379  0.6299  -2.1093
H  -1.2966  -0.1884  -1.0089
O  -2.4272  -4.5360  -2.9874
H  -2.7890  -3.6622  -3.1347
H  -1.5418  -4.3771  -2.6603
O  2.8989  -0.2647  1.7005
H  3.1116  -1.0370  1.1764
H  1.9553  -0.1504  1.5874
O  -4.3834  -1.9891  2.9506
H  -4.4457  -2.7603  2.3870
H  -5.1589  -1.4711  2.7350
O  3.2449  3.3681  -1.5319
H  2.8059  3.8753  -0.8491
H  2.8598  3.6828  -2.3497
O  -3.7864  0.6163  1.6108
H  -3.4375  -0.0041  2.2508
H  -3.0288  1.1364  1.3430
O  -0.3705  1.1968  4.9398
H  0.3053  0.5195  4.9108
H  -0.4384  1.5068  4.0367
O  -1.2690  2.2287  1.3848
H  -0.8382  1.4458  1.0417
H  -1.1249  2.8956  0.7135
O  3.9749  -1.9100  -0.1368
H  4.7211  -1.3752  -0.4077
H  4.2387  -2.8084  -0.3354
O  3.7574  4.1568  3.4353
H  4.3956  3.4436  3.4492
H  3.1761  3.9446  2.7050
O  1.7232  -0.6165  4.2525
H  0.9925  -1.0466  3.8081
H  2.3351  -0.3963  3.5502
O  -1.2469  2.3451  -2.8706
H  -0.6502  1.7012  -3.2522
H  -1.7628  2.6629  -3.6117
O  5.1115  1.1374  -1.6309
H  5.9692  1.4095  -1.3043
H  4.6147  1.9519  -1.7083
O  -0.2845  -1.8218  2.9390
H  -0.0468  -2.6814  2.5913
H  -0.2439  -1.2372  2.1821
O  -5.7464  1.4911  0.1472
H  -5.1144  1.1686  0.7897
H  -5.2345  1.6136  -0.6523
O  -4.3140  3.0486  2.7510
H  -3.5391  3.6092  2.7127
H  -4.0208  2.2093  2.3964
O  -4.0090  2.3414  -1.8693
H  -4.6317  2.2679  -2.5926
H  -3.2291  2.7327  -2.2629
O  4.9334  1.5638  2.8358
H  4.3309  1.0568  2.2916
H  4.9571  1.0941  3.6694
O  2.3179  3.3451  1.2039
H  1.3700  3.3581  1.0713
H  2.6151  2.5653  0.7351
O  -0.3890  -3.8347  0.2934
H  -0.2755  -2.8847  0.2647
H  0.1821  -4.1657  -0.3998
O  1.1064  -5.1025  2.1780
H  0.4112  -4.9037  1.5508
H  0.8277  -5.9179  2.5948
O  -0.6623  -2.2368  -2.7675
H  0.1463  -1.7342  -2.8658
H  -1.3166  -1.5897  -2.5041

=====

Entry 6:
# BeFH12O6

A structure of composition BeFH12O6 at a distorted geometry (ωB97M-V/def2-TZVPD, the OMol25 dataset).

As for the net charge: +1. The LUMO energy comes out at -4.30 eV. For the energy above the lowest of the compared OMol25 structures with the same formula, charge and spin, the calculation gives 12.5 kcal per mole. The calculation puts the highest occupied orbital energy at -13.122 eV. The spin multiplicity is 1.

CARTESIAN COORDINATES (ANGSTROEM)
Be  -15.8376  19.5985  18.3950
F  -14.9581  19.9238  17.2086
O  -12.3504  20.3971  16.9444
H  -11.9219  19.5194  16.8814
H  -13.2082  20.1684  17.3373
O  -17.4115  20.1703  18.2918
H  -18.0318  19.5007  18.5512
H  -17.6964  20.4335  17.3826
O  -16.0670  17.9513  18.4288
H  -16.7323  17.4302  17.9350
H  -15.3899  17.2503  18.5391
O  -15.1825  21.8053  15.3915
H  -15.1271  21.0498  15.9777
H  -14.3607  21.8577  14.9157
O  -13.2926  18.0961  18.9008
H  -13.3756  17.3183  19.4841
H  -12.6575  17.7093  18.3137
O  -15.3200  20.1114  19.9720
H  -14.4633  20.4709  20.1295
H  -15.4579  19.6663  20.7820

=====

Entry 7:
# BeH3N2O4S2

A structure of composition BeH3N2O4S2 at a distorted geometry (ωB97M-V/def2-TZVPD, the OMol25 dataset).

As for the net charge: +1. The LUMO energy comes out at -10.19 eV. The calculation puts the highest occupied orbital energy at -14.765 eV. The spin multiplicity is 1.

CARTESIAN COORDINATES (ANGSTROEM)
N  1.2622  -1.1971  0.1329
S  1.2934  0.3733  -0.3832
O  1.6807  1.1552  0.7482
O  2.1814  0.4136  -1.4675
N  -0.0994  0.9400  -0.9763
S  -1.4235  0.3054  -0.4229
O  -2.2166  1.3213  0.2293
O  -2.0917  -0.5017  -1.3489
H  0.8989  -1.2364  1.0774
H  0.6868  -1.7888  -0.4630
H  -1.0461  -0.4951  0.7349
Be  -1.1263  0.7103  2.1389

=====

Entry 8:
# Br2H2O2Si

A cluster of 2 separate species, Br2H2O2Si in total at a distorted geometry (ωB97M-V/def2-TZVPD, the OMol25 dataset).

The LUMO energy comes out at -1.18 eV. For the energy above the lowest of the compared OMol25 structures with the same formula, charge and spin, the calculation gives 60.8 kcal per mole. The calculation puts the highest occupied orbital energy at -10.405 eV. The spin multiplicity is 1.

CARTESIAN COORDINATES (ANGSTROEM)
O  1.4091  -0.4503  -0.5393
O  -0.9353  -0.6456  0.5651
Si  0.6337  -0.9326  0.7391
Br  0.7724  -3.0723  1.2613
Br  1.3654  0.2962  2.4360
H  0.5243  -0.4480  -1.6703
H  -1.8681  -0.7200  0.8730

=====

Entry 9:
# Br2HPS

An isolated molecule of Br2HPS at a distorted geometry (ωB97M-V/def2-TZVPD, the OMol25 dataset).

The LUMO energy (alpha / beta) comes out at -0.29 / -4.04 eV. Its expectation value of S² is 2.01. The calculation puts the highest occupied orbital energy (alpha / beta) at -6.058 / -10.171 eV. The spin multiplicity is 3.

CARTESIAN COORDINATES (ANGSTROEM)
P  0.1532  0.3492  -0.5403
S  -1.1761  -0.4309  0.9783
Br  1.4758  -1.3368  -1.2495
Br  1.6241  1.5089  0.7963
H  -2.0771  -0.0904  0.0151

=====

Entry 10:
# Br2I2Pt

A structure of composition Br2I2Pt (ωB97M-V/def2-TZVPD, the OMol25 dataset).

As for the net charge: -2. The LUMO energy (alpha / beta) comes out at 5.15 / 4.80 eV. Its expectation value of S² is 2.01. The calculation puts the highest occupied orbital energy (alpha / beta) at -1.565 / -1.459 eV. The spin multiplicity is 3.

CARTESIAN COORDINATES (ANGSTROEM)
Pt  3.4158  4.7728  4.8218
Br  3.5541  6.7828  6.5092
Br  6.0568  4.4149  4.4167
I  2.0162  2.2611  5.2099
I  2.5737  5.6164  2.1632

=====

Quick rundown of DFT total energy, same order as above: -21012.77414; -13062.30402; -3331.29297; -3739.09061; -65223.23069; -15596.48870; -33274.88244; -152092.82690; -160222.63676; -159537.21021 eV